Record 1
This record from the Open Molecules 2025 dataset describes the ion C2H2F3N2 with charge +1 at a distorted geometry. The level of theory is wB97M-V/def2-TZVPD.

The energy relative to the best compared isomer or geometry (same formula, charge and spin) comes out at 111.8 kJ/mol. The largest force on an atom is 3.98 eV/Å. Its frontier orbital gap is 10.06 eV. Its charge is +1.

Last column: natural (NBO) charge in e.
Element x y z (Å)
N 2.10 0.12 0.93  -0.070
N 1.19 -0.01 0.24  0.162
C 0.21 -0.22 -0.58  -0.054
C -1.38 -0.13 -0.19  1.007
F -1.52 -0.23 1.20  -0.304
F -1.75 1.12 -0.52  -0.274
F -2.12 -1.07 -0.73  -0.247
H 2.64 0.93 1.27  0.460
H 0.63 -0.50 -1.62  0.319


Record 2
This record from the Open Molecules 2025 dataset describes a structure of composition C48H61CuI2NO4SSbSi. The level of theory is wB97M-V/def2-TZVPD.

The energy relative to the best compared isomer or geometry (same formula, charge and spin) comes out at 8.9 kJ/mol. The largest force on an atom is 0.78 eV/Å. Its frontier orbital gap (alpha / beta) is 7.12 / 7.07 eV. Its charge is -1. Its spin multiplicity is 2.

Last column: Mulliken spin population.
Element x y z (Å)
Cu -1.12 1.30 0.19  0.556
I -5.54 -1.37 -0.19  0.001
C -5.09 0.67 -0.49  0.016
C -6.15 1.55 -0.73  -0.004
C -5.92 2.90 -0.89  0.010
I -7.58 4.14 -1.25  0.000
C -4.61 3.43 -0.79  -0.001
C -4.26 4.79 -0.89  0.006
C -2.94 5.16 -0.80  -0.003
C -1.96 4.18 -0.57  0.005
N -2.27 2.92 -0.43  0.009
C -3.56 2.51 -0.55  -0.035
C -3.76 1.09 -0.43  0.008
O -2.75 0.31 -0.32  0.081
H -7.16 1.17 -0.78  -0.001
H -5.03 5.53 -1.04  0.001
H -2.65 6.20 -0.89  0.000
H -0.91 4.43 -0.49  0.001
C -2.99 -1.68 3.67  -0.001
C -1.75 -0.88 4.08  0.015
C -0.66 -1.82 4.62  -0.001
C -2.13 0.15 5.15  0.000
C -1.26 -0.18 2.88  0.015
C -0.90 0.37 1.86  0.159
H -3.42 -2.21 4.53  0.000
H -2.73 -2.41 2.90  0.001
H -3.75 -1.02 3.26  0.000
H -1.03 -2.35 5.51  0.000
H 0.23 -1.25 4.90  0.001
H -0.39 -2.55 3.87  0.001
H -2.54 -0.35 6.03  0.000
H -2.87 0.85 4.76  0.000
H -1.25 0.73 5.46  0.001
C -1.89 -4.86 1.64  0.001
C -1.31 -5.53 0.41  0.000
C -0.80 -6.83 0.51  0.000
C -0.28 -7.48 -0.59  0.000
C -0.26 -6.84 -1.82  0.000
C -0.74 -5.54 -1.93  0.000
C -1.27 -4.88 -0.83  0.000
Sb -1.90 -2.79 -0.98  -0.002
C -2.99 -3.02 -2.84  0.001
C -3.55 -4.26 -3.15  0.000
C -4.31 -4.44 -4.30  0.000
C -4.51 -3.37 -5.16  0.000
C -3.97 -2.13 -4.85  0.000
C -3.23 -1.93 -3.69  -0.001
C -2.72 -0.54 -3.39  -0.001
C 0.02 -2.37 -1.89  -0.001
C 0.18 -2.30 -3.27  0.001
C 1.43 -2.08 -3.84  0.000
C 2.53 -1.90 -3.01  0.001
C 2.38 -1.98 -1.63  -0.001
C 1.13 -2.22 -1.06  -0.002
C 1.02 -2.37 0.44  -0.001
H -1.79 -5.50 2.52  0.000
H -2.95 -4.64 1.49  0.000
H -1.39 -3.91 1.85  0.000
H -0.81 -7.33 1.48  0.000
H 0.10 -8.49 -0.50  0.000
H 0.15 -7.35 -2.69  0.000
H -0.70 -5.04 -2.89  0.000
H -3.38 -5.10 -2.49  0.000
H -4.74 -5.41 -4.52  0.000
H -5.10 -3.50 -6.06  0.000
H -4.14 -1.29 -5.52  0.000
H -3.56 0.17 -3.36  0.000
H -2.03 -0.20 -4.17  0.000
H -2.20 -0.48 -2.43  0.000
H -0.67 -2.43 -3.93  0.000
H 1.54 -2.03 -4.91  0.000
H 3.51 -1.71 -3.43  0.000
H 3.24 -1.83 -0.99  0.001
H 1.89 -1.95 0.94  0.002
H 0.93 -3.42 0.71  0.000
H 0.14 -1.84 0.82  -0.001
C 4.27 -0.65 2.32  0.000
C 4.44 0.46 1.29  -0.001
C 5.14 -0.07 0.05  0.000
C 5.24 1.62 1.90  0.000
O 3.11 0.87 0.94  0.001
Si 2.52 2.23 0.25  -0.041
S 0.77 1.84 -0.81  0.176
O 2.42 3.47 1.33  -0.006
C 1.80 3.64 2.61  0.000
C 1.69 2.33 3.37  0.003
C 0.41 4.24 2.38  0.000
C 2.68 4.63 3.37  0.000
O 3.71 2.74 -0.78  0.020
C 3.82 3.72 -1.80  0.002
C 5.16 4.43 -1.57  -0.001
C 2.69 4.75 -1.77  0.007
C 3.83 2.99 -3.14  -0.003
H 5.24 -1.03 2.64  0.000
H 3.68 -1.46 1.90  0.000
H 3.74 -0.26 3.20  0.000
H 6.18 -0.32 0.27  0.000
H 5.12 0.69 -0.73  0.000
H 4.64 -0.96 -0.32  0.000
H 6.25 1.29 2.15  0.000
H 4.75 1.99 2.80  0.000
H 5.29 2.44 1.18  0.000
H 1.01 1.64 2.87  0.005
H 1.32 2.51 4.38  0.001
H 2.67 1.85 3.43  0.000
H -0.23 3.49 1.91  0.003
H 0.49 5.11 1.72  -0.001
H -0.04 4.55 3.33  0.000
H 3.66 4.18 3.55  0.000
H 2.23 4.90 4.33  0.000
H 2.83 5.53 2.77  0.000
H 5.14 4.94 -0.60  0.000
H 5.34 5.17 -2.35  0.000
H 5.97 3.70 -1.56  0.000
H 2.61 5.18 -0.77  0.000
H 1.74 4.27 -2.01  -0.002
H 2.89 5.55 -2.49  0.000
H 4.64 2.26 -3.16  0.000
H 3.96 3.69 -3.97  0.000
H 2.88 2.46 -3.26  0.003


Record 3
This record from the Open Molecules 2025 dataset describes a cluster of 17 separate species, C28H80BN12O24 in total at a distorted geometry. The level of theory is wB97M-V/def2-TZVPD.

The largest force on an atom is 7.85 eV/Å. Its frontier orbital gap (alpha / beta) is 3.36 / 7.37 eV. Its charge is -2. Its spin multiplicity is 2.

Last column: Mulliken spin population.
Element x y z (Å)
O 3.52 2.30 1.20  0.000
C 2.60 1.70 0.70  -0.010
O 1.41 1.49 1.25  -0.039
B 0.62 0.61 0.35  -0.083
O 1.52 0.33 -0.75  -0.021
C 2.75 0.87 -0.62  -0.011
O 3.75 0.72 -1.34  -0.005
O -0.67 1.26 -0.12  -0.001
C -1.72 0.52 0.33  0.385
O -2.88 0.61 0.10  0.144
C -1.13 -0.70 1.10  0.523
O 0.24 -0.63 1.08  0.035
O -1.87 -1.60 1.56  0.073
O 5.87 0.58 2.77  0.000
H 5.26 -0.16 2.86  0.000
H 5.31 1.34 2.61  0.000
O 5.02 3.89 3.58  0.000
H 4.77 3.78 2.66  0.000
H 4.39 3.36 4.06  0.000
O 6.93 1.00 0.04  0.000
H 7.41 1.82 0.18  0.000
H 6.04 1.19 0.33  0.000
O 2.13 -1.65 -3.48  0.000
H 2.21 -2.57 -3.23  0.000
H 2.72 -1.20 -2.88  0.000
C 0.19 -5.74 0.06  0.001
O 0.96 -6.16 -0.76  0.000
N 0.23 -4.63 0.77  -0.001
N -0.76 -6.48 0.47  0.000
H -0.52 -4.25 1.33  -0.003
H 0.88 -3.95 0.40  0.000
H -0.96 -7.32 -0.06  0.000
H -1.29 -6.28 1.31  0.000
C 5.30 3.99 -2.61  0.000
O 4.16 4.01 -3.02  0.000
N 5.81 2.97 -2.03  0.000
N 6.09 4.94 -2.96  0.000
H 5.23 2.14 -1.95  0.000
H 6.60 3.08 -1.41  0.000
H 5.66 5.63 -3.56  0.000
H 6.99 4.99 -2.50  0.000
C 3.30 1.28 5.06  0.001
O 3.14 2.48 5.33  0.000
N 3.53 0.33 5.94  0.000
N 3.18 0.83 3.84  0.000
H 3.91 0.64 6.81  0.000
H 3.60 -0.60 5.54  0.000
H 3.33 -0.15 3.63  0.000
H 2.99 1.51 3.12  0.000
C -5.75 -3.58 -0.01  0.000
O -6.74 -3.64 0.77  0.000
N -5.60 -4.32 -1.06  0.000
N -4.63 -2.91 0.25  0.009
H -4.68 -4.33 -1.49  -0.001
H -6.19 -5.14 -1.15  0.000
H -4.54 -2.52 1.17  0.006
H -3.89 -2.94 -0.43  -0.015
C 6.45 0.50 -4.55  0.000
O 7.54 0.54 -5.09  0.000
N 6.16 -0.05 -3.46  0.000
N 5.30 0.88 -5.13  0.000
H 6.87 -0.12 -2.74  0.000
H 5.21 -0.09 -3.13  0.000
H 4.48 0.95 -4.54  0.000
H 5.31 1.27 -6.07  0.000
C -2.57 -4.48 3.54  0.002
O -1.51 -4.57 2.92  0.004
N -3.21 -3.35 3.76  -0.001
N -3.16 -5.44 4.18  0.000
H -4.12 -3.36 4.18  -0.001
H -2.94 -2.49 3.30  -0.004
H -2.80 -6.36 4.35  0.000
H -4.05 -5.10 4.53  0.000
C -5.19 1.04 -2.73  -0.011
C -4.30 2.25 -2.85  0.000
C -5.03 3.34 -3.68  0.000
O -4.06 2.81 -1.57  -0.001
H -6.08 1.33 -2.17  0.001
H -4.70 0.31 -2.09  0.010
H -5.69 0.64 -3.62  0.000
H -3.32 2.06 -3.30  0.000
H -5.13 2.99 -4.71  0.000
H -4.40 4.22 -3.79  0.000
H -6.01 3.57 -3.27  0.000
H -3.63 2.08 -1.11  -0.002
C -0.87 -3.70 -3.20  -0.006
C -2.03 -3.48 -2.18  -0.012
C -2.80 -2.25 -2.50  0.015
O -2.99 -4.49 -2.37  -0.001
H -1.18 -3.84 -4.23  0.000
H -0.38 -4.64 -2.92  0.000
H -0.16 -2.88 -3.10  0.002
H -1.72 -3.55 -1.13  0.014
H -3.83 -2.21 -2.14  0.003
H -2.87 -2.11 -3.58  0.000
H -2.34 -1.34 -2.10  -0.007
H -3.34 -4.35 -3.25  0.000
C -0.41 -1.86 4.98  0.006
C 1.03 -2.44 4.88  0.002
C 1.09 -3.92 5.20  0.000
O 1.60 -2.37 3.62  -0.001
H -0.38 -0.79 4.76  0.001
H -0.83 -2.01 5.97  0.000
H -1.00 -2.35 4.20  -0.007
H 1.58 -1.89 5.65  0.000
H 0.37 -4.11 6.00  0.000
H 2.08 -4.28 5.48  0.000
H 0.86 -4.57 4.36  0.000
H 0.90 -2.60 3.01  -0.001
C -0.26 4.56 0.17  -0.002
C 0.76 5.26 -0.71  0.000
C 0.84 4.64 -2.02  0.000
O 0.20 6.56 -1.03  0.000
H -1.16 4.17 -0.30  0.002
H -0.55 5.25 0.96  0.000
H 0.20 3.82 0.83  -0.003
H 1.70 5.52 -0.22  0.000
H 1.51 5.18 -2.68  0.000
H -0.09 4.32 -2.49  0.000
H 1.30 3.66 -1.90  0.000
H 0.42 7.15 -0.31  0.000
C 0.38 1.16 -4.19  0.004
C -0.57 0.10 -4.79  -0.001
C -1.54 0.44 -5.87  0.000
O 0.17 -1.00 -5.26  0.000
H 0.95 1.59 -5.01  0.000
H 1.04 0.72 -3.45  -0.001
H -0.15 2.04 -3.81  -0.001
H -1.21 -0.24 -3.98  0.001
H -1.12 1.10 -6.63  0.000
H -2.34 1.03 -5.42  0.000
H -2.06 -0.40 -6.33  0.000
H 0.75 -1.26 -4.54  0.000
C -3.28 3.20 2.93  -0.004
C -4.03 2.65 4.19  -0.002
C -3.89 1.13 4.42  -0.013
O -3.37 3.26 5.33  0.000
H -3.45 4.26 2.78  0.000
H -3.43 2.76 1.94  0.001
H -2.22 2.94 2.99  0.009
H -5.05 3.02 4.14  0.000
H -4.48 0.62 3.66  0.000
H -4.22 0.72 5.38  0.001
H -2.87 0.82 4.23  0.015
H -2.41 3.19 5.29  0.001